The following is a quantum chemistry calculation of a structure of composition C9H9NO2 at a distorted geometry, from OMol25.

```
21
Properties=species:S:1:pos:R:3
C 0.238 1.594 0.642
C -0.854 0.703 0.352
C -2.246 1.154 0.098
C -3.304 0.408 -0.209
C -2.741 -0.834 -0.738
C -0.752 -0.749 0.286
C 0.371 -1.114 0.827
C 1.640 -0.874 0.651
C 2.348 -0.052 -0.346
H 0.254 2.844 1.211
H 1.201 1.044 1.141
H 0.552 1.659 -0.532
H -2.401 2.220 0.233
H -4.418 0.835 -0.134
H -3.366 -1.664 -1.164
H 0.189 -1.916 1.714
H 2.290 -1.681 1.060
H 4.064 0.201 -1.051
N -1.682 -1.472 -0.322
O 3.725 -0.278 -0.364
O 1.927 0.945 -0.836
```

Summary:
lowest unoccupied orbital energy	-0.033	eV
spin multiplicity	1
Kohn-Sham gap	8.3	eV
max |F|	9.3	eV/Å
energy above the lowest of the compared OMol25 structures with the same formula, charge and spin	7.091	eV



The following is a quantum chemistry calculation of a structure of composition C24H26N2O5S2V at a distorted geometry, from OMol25.

```
60
Properties=species:S:1:pos:R:3
V 0.816 -0.432 -0.683
O 1.829 -2.193 -4.052
C 1.239 -1.931 -3.049
O 1.772 -1.244 -2.013
C -0.205 -2.363 -2.829
C -0.387 -3.015 -1.445
C -1.653 -3.848 -1.407
C -2.757 -2.757 -1.458
C -1.945 -1.469 -1.421
O -0.769 -1.851 -0.606
C -1.272 -1.180 -2.767
C -0.652 0.217 -2.737
O -0.459 0.870 -3.713
O -0.332 0.637 -1.469
H -0.436 -3.055 -3.630
H 0.498 -3.480 -1.030
H -1.699 -4.409 -0.476
H -1.693 -4.551 -2.237
H -3.416 -2.819 -0.595
H -3.365 -2.804 -2.360
H -2.434 -0.619 -0.962
H -1.951 -1.213 -3.614
C -2.681 2.611 -0.207
C -1.474 2.192 0.603
C -1.562 1.188 1.572
C -2.832 0.378 1.749
C -0.456 0.904 2.385
C -0.589 -0.078 3.528
C 0.749 1.591 2.192
C 1.934 1.326 3.092
C 0.846 2.574 1.198
C 2.098 3.420 1.081
C -0.258 2.844 0.383
C -0.120 3.820 -0.763
H -3.614 2.363 0.291
H -2.695 2.149 -1.201
H -2.682 3.688 -0.360
H -3.394 0.681 2.637
H -2.599 -0.684 1.866
H -3.500 0.470 0.898
H -1.625 -0.184 3.844
H -0.020 0.255 4.395
H -0.224 -1.080 3.273
H 1.919 1.989 3.963
H 2.875 1.496 2.570
H 1.946 0.302 3.461
H 2.874 2.949 0.474
H 2.524 3.612 2.065
H 1.873 4.386 0.634
H -0.271 4.857 -0.442
H -0.835 3.610 -1.555
H 0.872 3.756 -1.208
S 2.801 -3.896 0.832
C 3.764 -2.545 0.411
C 5.145 -2.720 0.024
N 6.244 -2.869 -0.278
C 3.177 -1.334 0.471
S 1.569 -1.396 1.185
C 3.638 -0.083 -0.042
N 3.850 0.968 -0.467
```

Summary:
expectation value of S²	0.776
lowest unoccupied orbital energy (spin up / spin down)	-2.374 / -2.390	eV
spin multiplicity	2
Kohn-Sham gap (spin up / spin down)	5.9 / 5.7	eV
max |F|	3.5	eV/Å
energy above the lowest of the compared OMol25 structures with the same formula, charge and spin	2.495	eV



The following is a quantum chemistry calculation of the molecule C3HNO2 at a distorted geometry, from OMol25.

```
7
Properties=species:S:1:pos:R:3
O -1.714 -1.648 -0.587
C -1.281 -0.592 -0.291
C 0.253 0.213 0.081
O -0.177 1.327 0.288
C 1.715 0.110 0.232
N 2.866 0.134 0.374
H -1.662 0.454 -0.097
```

Summary:
lowest unoccupied orbital energy	-1.333	eV
spin multiplicity	1
Kohn-Sham gap	9.7	eV
max |F|	1.7	eV/Å
energy above the lowest of the compared OMol25 structures with the same formula, charge and spin	1.400	eV



The following is a quantum chemistry calculation of a structure of composition C19H24Br4MoO2Si2Te at a distorted geometry, from OMol25.

```
53
Properties=species:S:1:pos:R:3
Mo 0.931 0.728 -0.020
Br 3.706 7.207 -0.006
C 3.449 5.344 -0.012
C 4.561 4.484 -0.016
Br 6.314 5.163 -0.018
C 4.363 3.105 -0.020
Br 5.739 1.832 -0.026
C 3.067 2.647 -0.019
O 2.682 1.347 -0.021
C 1.952 3.464 -0.016
O 0.791 2.831 -0.017
C 2.148 4.842 -0.011
Br 0.610 5.922 -0.005
C -1.014 1.496 -3.009
Si -1.573 0.272 -1.729
C -3.427 0.187 -1.740
C -0.914 -1.413 -2.107
C -1.045 1.010 -0.021
Si -1.542 0.316 1.716
C -3.397 0.246 1.761
C -0.886 -1.368 2.125
C -0.958 1.566 2.959
H -1.190 1.113 -4.019
H 0.050 1.720 -2.913
H -1.555 2.440 -2.904
H -3.745 -0.119 -2.741
H -3.879 1.157 -1.517
H -3.813 -0.542 -1.027
H -1.551 -1.849 -2.884
H -0.926 -2.088 -1.251
H 0.109 -1.374 -2.484
H -1.545 1.984 -0.029
H -3.802 -0.500 1.077
H -3.845 1.212 1.518
H -3.699 -0.028 2.777
H -0.944 -2.072 1.293
H -1.496 -1.766 2.943
H 0.153 -1.333 2.457
H -1.488 2.514 2.831
H 0.108 1.776 2.851
H -1.132 1.212 3.979
Te 2.378 -1.564 0.004
C 1.284 -3.371 0.011
C 0.942 -3.975 1.219
C 0.313 -5.213 1.230
C 0.033 -5.865 0.037
C 0.395 -5.280 -1.168
C 1.023 -4.041 -1.183
H 1.166 -3.479 2.155
H 0.047 -5.671 2.175
H -0.453 -6.832 0.048
H 0.194 -5.790 -2.102
H 1.312 -3.600 -2.127
```

Summary:
lowest unoccupied orbital energy (spin up / spin down)	-1.322 / -1.321	eV
spin multiplicity	1
Kohn-Sham gap (spin up / spin down)	7.0 / 7.0	eV
max |F|	1.3	eV/Å



The following is a quantum chemistry calculation of a structure of composition C26H54Cl4CuN7O8Pd at a distorted geometry, from OMol25.

```
101
Properties=species:S:1:pos:R:3
C 4.138 4.012 -0.524
C 4.201 2.756 -1.401
N 3.558 2.981 -2.682
C 3.968 3.831 -3.689
C 3.194 3.598 -4.760
N 2.243 2.596 -4.390
C 2.450 2.289 -3.105
C 1.327 1.868 -5.255
H 4.479 4.933 -0.996
H 4.622 3.892 0.446
H 3.161 4.144 -0.060
H 3.626 1.942 -0.961
H 5.238 2.508 -1.631
H 4.860 4.420 -3.537
H 3.240 3.919 -5.790
H 1.930 1.500 -2.582
H 1.260 2.250 -6.274
H 0.320 1.841 -4.838
H 1.753 0.885 -5.459
Cu 0.553 -1.925 -2.384
Pd -2.174 -1.348 1.383
C -0.454 -0.289 -0.441
O 0.376 0.081 -1.246
O -0.821 -1.435 -0.536
O -0.969 0.303 0.474
Cl -1.542 4.178 -2.076
C -1.339 3.619 -0.380
C -0.720 4.710 0.469
Cl -0.338 4.199 2.118
H -0.738 2.710 -0.389
H -2.338 3.303 -0.081
H -1.404 5.555 0.544
H 0.157 5.129 -0.025
Cl 2.875 2.391 2.781
C 1.691 1.337 1.987
C 1.615 -0.042 2.651
Cl 3.251 -0.656 2.756
H 1.863 1.139 0.929
H 0.719 1.800 2.154
H 1.077 -0.758 2.029
H 1.192 0.037 3.652
C -4.818 0.359 0.049
O -3.917 -0.054 0.710
N -5.906 0.973 0.539
C -7.112 1.086 -0.273
C -6.012 1.268 1.978
H -5.018 0.098 -1.002
H -7.096 0.715 -1.298
H -7.395 2.139 -0.250
H -7.927 0.582 0.247
H -6.701 0.543 2.411
H -5.062 1.270 2.512
H -6.465 2.256 2.057
C -3.652 -3.257 -0.914
O -3.398 -2.749 0.169
N -4.831 -3.953 -1.121
C -5.085 -4.587 -2.420
C -5.783 -4.234 -0.013
H -2.988 -3.249 -1.792
H -4.196 -4.562 -3.050
H -5.966 -4.107 -2.848
H -5.300 -5.646 -2.277
H -5.739 -5.312 0.143
H -5.576 -3.742 0.938
H -6.767 -3.975 -0.402
C 1.577 -3.746 0.145
O 1.678 -3.169 -0.915
N 2.472 -4.705 0.534
C 2.234 -5.428 1.801
C 3.491 -5.164 -0.415
H 0.722 -3.617 0.826
H 3.101 -5.483 2.459
H 2.010 -6.463 1.543
H 1.363 -5.055 2.340
H 3.856 -4.519 -1.214
H 4.360 -5.425 0.189
H 3.059 -6.046 -0.889
C 3.824 -1.210 -2.692
O 2.574 -1.100 -2.583
N 4.683 -1.099 -1.669
C 6.018 -1.630 -1.859
C 4.316 -0.735 -0.281
H 4.290 -1.477 -3.653
H 6.134 -2.515 -1.234
H 6.777 -0.925 -1.519
H 6.273 -2.020 -2.844
H 5.040 -0.177 0.313
H 3.341 -0.259 -0.382
H 4.182 -1.699 0.209
C -2.061 1.157 3.609
O -1.809 0.002 3.202
N -1.503 1.691 4.725
C -1.618 3.087 5.028
C -0.647 0.987 5.732
H -2.714 1.920 3.159
H -2.382 3.554 4.407
H -0.703 3.662 4.885
H -1.977 3.214 6.049
H -1.120 1.060 6.711
H -0.610 -0.070 5.471
H 0.380 1.338 5.837
```

Summary:
net charge	+4
expectation value of S²	6.034
lowest unoccupied orbital energy (spin up / spin down)	-10.355 / -15.061	eV
spin multiplicity	5
Kohn-Sham gap (spin up / spin down)	7.7 / 3.0	eV
max |F|	8.0	eV/Å



The following is a quantum chemistry calculation of the molecule C8H2N4 at a distorted geometry, from OMol25.

```
14
Properties=species:S:1:pos:R:3
C 2.618 -0.481 0.926
C 1.533 1.709 0.423
C -1.335 0.119 -1.857
C 0.312 -1.682 0.014
C -2.257 0.223 0.395
C 1.421 0.283 0.482
C -1.257 0.057 -0.420
C 0.248 -0.246 0.024
N 3.489 -1.087 1.344
N 1.443 2.806 0.146
N -1.252 0.456 -2.938
N 0.209 -2.808 0.140
H -1.974 0.283 1.368
H -3.196 0.368 -0.047
```

Summary:
lowest unoccupied orbital energy	-2.145	eV
spin multiplicity	1
Kohn-Sham gap	9.3	eV
max |F|	3.7	eV/Å
energy above the lowest of the compared OMol25 structures with the same formula, charge and spin	1.173	eV